C28H20Cl40N2S as an isolated structure. Source: the Open Molecules 2025 dataset; level of theory: ωB97M-V/def2-TZVPD.

Output
* energy relative to the best compared isomer or geometry (same formula, charge and spin): 0.000 eV
* frontier orbital gap: 0.301 Eh
* max |F|: 0.0327 Eh/bohr
* lowest unoccupied orbital energy: -0.517 eV
* DFT total energy: -544070.05231 eV

Element x y z (Å)
C 2.426691 -3.338612 1.841641
C 3.767592 -2.587158 1.800476
C 3.731562 -1.115690 2.280014
C 2.609288 -0.861319 3.296216
C 3.553789 -0.080554 1.160219
C 2.635261 -0.303403 0.057123
C 2.441142 0.662100 -0.888253
C 1.431760 0.364331 -1.990828
C 0.008266 0.369332 -1.437562
C -0.982791 -0.408563 -2.023984
C -2.276019 -0.437599 -1.524368
C -2.622222 0.317633 -0.412614
C -1.653576 1.133864 0.172519
C -1.983191 1.982867 1.388842
C -0.361570 1.149901 -0.342715
C 3.137469 1.904358 -0.834168
N 3.034548 2.970384 -1.670810
S 4.047211 4.059155 -1.050254
N 4.639251 3.310331 0.232061
C 4.045668 2.100412 0.244309
C 4.232295 1.096818 1.224882
H 1.592802 -2.755490 1.447829
H 2.530350 -4.270470 1.283627
H 2.166387 -3.583225 2.872706
H 4.209977 -2.606488 0.807810
H 4.442464 -3.110640 2.485062
H 4.698083 -0.914144 2.758789
H 2.658214 -1.567847 4.130761
H 2.694250 0.137019 3.734779
H 1.626747 -0.926454 2.828123
H 2.038639 -1.196358 -0.040385
H 1.601426 -0.652133 -2.350450
H 1.520128 1.075567 -2.801289
H -0.749229 -1.027476 -2.886064
H -3.049200 -1.044211 -1.982935
H -3.615231 0.299270 0.021329
H -2.283460 1.300081 2.187149
H -1.062363 2.461402 1.727063
H -2.765318 2.712358 1.188230
H 0.346085 1.808746 0.151760
H 4.911624 1.290674 2.041372
C -0.762452 0.437319 5.968709
Cl -0.807095 0.449142 4.201991
Cl -2.165129 1.317561 6.585633
Cl -0.798599 -1.228752 6.551299
Cl 0.719078 1.224626 6.523760
C -3.976062 5.072016 4.964001
Cl -3.137334 3.654059 4.329550
Cl -5.690749 4.697865 5.170808
Cl -3.277428 5.514652 6.526236
Cl -3.798397 6.419588 3.835118
C 3.616263 -4.275064 -2.312153
Cl 4.330981 -3.707439 -3.824404
Cl 2.401905 -5.507620 -2.660104
Cl 4.879789 -4.952106 -1.277819
Cl 2.838028 -2.918132 -1.484456
C -0.179452 3.089932 -4.896283
Cl 0.396676 1.687221 -5.810473
Cl -1.830934 2.791643 -4.343874
Cl 0.864554 3.342892 -3.497546
Cl -0.149737 4.522267 -5.935415
C -0.891410 -5.813087 -4.920837
Cl -0.380016 -4.447237 -3.928166
Cl -0.362384 -7.319645 -4.155801
Cl -2.651614 -5.817834 -5.073850
Cl -0.151830 -5.679189 -6.517144
C 3.091609 -6.808105 -8.852100
Cl 4.305210 -5.682734 -9.469748
Cl 3.165436 -6.840346 -7.088790
Cl 1.484343 -6.281335 -9.381443
Cl 3.411251 -8.425953 -9.484578
C -5.469827 4.712840 -3.772166
Cl -5.055086 3.006582 -3.548836
Cl -5.637343 5.485726 -2.192001
Cl -4.196209 5.520389 -4.690466
Cl -6.997698 4.833146 -4.651254
C 6.524722 -0.375534 5.605964
Cl 8.249636 -0.654236 5.355913
Cl 5.682677 -1.927804 5.707326
Cl 6.279874 0.527667 7.103449
Cl 5.871715 0.545743 4.246123
C -10.517048 6.625540 -5.817749
Cl -10.119308 4.916441 -5.599916
Cl -10.682378 7.394507 -4.236483
Cl -9.224311 7.415699 -6.725729
Cl -12.036811 6.767103 -6.706589
C -3.310182 -2.603483 9.810854
Cl -2.452413 -3.993330 9.129955
Cl -5.013900 -3.016516 10.034332
Cl -2.596780 -2.180177 11.370983
Cl -3.168615 -1.235250 8.706200

Forces on the atoms, in the same order (eV/Å):
0.3 0.1 0.0
-0.3 0.3 0.5
-0.4 0.3 -0.4
0.3 0.1 0.4
-0.3 -0.8 -0.2
0.9 1.3 0.6
-0.7 -0.5 -1.1
-0.3 -0.1 1.0
-0.2 0.3 0.0
0.1 -0.3 -0.3
-0.5 0.1 0.3
0.5 0.3 0.0
-0.2 0.2 0.1
0.5 -0.8 -0.3
-0.1 0.1 0.0
-0.1 -0.2 0.1
0.6 -0.5 1.1
-0.1 0.3 -0.3
-0.3 -0.3 -0.3
0.1 0.2 0.1
0.1 0.0 0.1
0.0 -0.1 -0.2
-0.2 0.0 0.0
0.0 0.0 0.0
0.1 -0.2 0.0
0.1 -0.1 -0.2
-0.4 -0.1 -0.3
-0.1 0.0 -0.1
0.0 0.0 -0.1
0.0 -0.1 0.0
0.0 -0.1 0.4
0.2 0.2 -0.3
0.1 -0.1 -0.2
0.1 0.1 0.0
0.2 -0.1 -0.1
-0.1 -0.1 -0.2
-0.3 0.3 0.0
-0.2 0.3 0.0
0.0 0.0 0.1
0.2 -0.1 -0.1
0.1 0.1 -0.1
0.1 -0.1 0.0
0.0 0.0 0.1
0.0 -0.1 0.1
0.2 0.1 -0.2
0.0 0.0 0.0
0.0 0.0 0.0
0.0 0.1 -0.1
0.0 0.0 0.0
0.0 0.0 0.0
0.0 0.0 0.0
-0.1 -0.1 -0.1
0.0 0.0 0.0
0.3 -0.1 0.1
0.0 0.0 0.0
0.2 -0.3 -0.4
-0.1 0.0 0.2
0.0 0.0 0.0
0.1 0.0 -0.1
-0.1 0.2 -0.3
0.0 0.0 0.0
0.0 0.1 0.0
-0.3 0.1 -0.1
0.0 0.0 0.0
0.0 0.0 0.0
-0.1 0.0 0.1
0.0 0.0 0.0
0.0 0.0 0.0
0.0 0.0 0.0
0.1 0.0 0.0
0.0 0.0 0.0
0.0 0.0 0.0
-0.1 0.0 0.0
0.0 0.0 0.0
0.0 0.0 0.0
0.1 0.0 0.1
0.0 0.0 0.0
0.0 0.0 0.0
0.0 0.0 0.0
0.0 0.0 0.0
0.3 0.2 0.4
0.0 0.0 0.0
-0.1 0.0 0.0
0.0 0.0 0.0
0.0 0.0 0.0
0.0 0.0 0.0
0.0 0.0 0.0
0.0 0.0 0.0
0.0 0.0 0.0
0.0 0.0 0.0
-0.2 0.0 0.3